Formula: C39H26LuN7O6S2
Source: OMol25
Level of theory: ωB97M-V/def2-TZVPD

CARTESIAN COORDINATES (ANGSTROEM)
C: -0.1527 -0.3445 -3.8864
H: -1.2602 2.9156 5.4217
H: -1.6501 -6.0893 -3.3388
N: -0.4339 3.1818 1.6703
C: 3.4859 0.5402 -0.3579
C: 3.5273 -2.9930 1.0087
C: 1.2692 -0.2238 -3.7544
O: 3.0414 0.4593 -5.2569
H: 3.2332 3.9608 3.4707
H: -0.8602 5.1433 4.3494
H: 5.1438 -3.9513 2.0247
C: -5.7630 -0.3028 1.4997
H: 3.3664 3.3857 1.0806
C: 5.6142 -1.9220 1.4968
S: 1.0660 4.4721 -1.6288
C: 3.8673 -0.6844 0.3340
H: 4.8576 2.1912 -0.6187
N: -0.6226 0.8964 1.4021
C: -3.0374 0.1436 1.4440
C: -0.7005 1.9924 2.2083
C: -5.2130 0.8112 2.1187
C: -0.9710 1.8564 3.5870
H: 5.4140 0.6574 -1.3299
H: -3.2018 -4.8937 -1.7761
H: 2.9998 5.8497 -1.6423
C: 2.6976 5.3033 0.4114
C: -0.5321 -0.1309 -5.2842
C: 1.8591 0.1952 -5.0185
C: 2.1543 6.8737 2.1586
H: -1.1480 0.8715 3.9973
H: 0.6608 -5.1715 -3.6242
C: 4.7891 -3.0417 1.5472
H: 6.6101 -1.9521 1.9263
S: -0.4757 2.0267 -1.5263
C: -3.8465 1.0595 2.0883
C: 0.2938 -3.5329 -2.2983
C: 5.1535 -0.7805 0.8695
H: 2.8893 -3.8669 1.0248
H: -6.8357 -0.4454 1.5272
N: 2.1532 2.2734 -0.8253
N: -0.5248 -2.8798 -1.4846
C: 2.5326 5.9495 3.1181
C: 2.7450 4.9786 -1.0398
H: 4.1033 1.5759 -2.0922
O: -0.8946 -0.6049 -2.8815
C: -1.5884 0.0761 1.1490
H: 5.8042 0.0862 0.8356
C: 3.0514 4.3722 1.3819
H: 1.9239 7.2582 0.0627
H: 3.4001 4.1406 -1.2594
C: 0.7340 0.2291 -6.0047
C: 2.9683 4.6960 2.7242
O: 0.8344 0.4813 -7.2021
C: 4.5452 1.2824 -1.1386
C: 1.0320 2.7515 -1.2268
C: -1.7687 -3.3677 -1.3096
C: -0.7946 4.2312 3.7756
C: -1.3416 -5.1925 -2.8151
N: -2.7047 -2.7767 -0.5216
C: -2.4868 -1.6927 0.1636
O: 1.8575 -0.4631 -2.6375
C: -2.1999 -4.5391 -1.9660
O: -1.6419 -0.2391 -5.8044
H: 1.7819 7.8451 2.4571
H: 1.2939 -3.1191 -2.3937
C: 2.9813 -1.8081 0.4433
C: 2.2366 6.5508 0.8179
O: 1.7601 -1.7938 0.0514
C: -0.0569 -4.6847 -2.9822
C: -3.5961 -0.9877 0.8278
N: 2.2694 1.0013 -0.3234
H: -5.3618 -2.0748 0.3208
N: -1.3325 -1.0279 0.3995
C: -0.4825 4.2566 2.4268
C: -4.9567 -1.2164 0.8351
H: -5.8644 1.5031 2.6339
H: 2.4724 6.2019 4.1685
H: -3.4431 1.9589 2.5310
H: -0.2778 5.1890 1.9142
C: -1.0241 2.9907 4.3644
Lu: 0.4429 -0.4942 -1.0042

Atomic forces in eV per Å
0.34 0.09 0.35
0.03 0.01 -0.04
-0.03 -0.01 0.00
0.11 -0.46 -0.50
-0.48 0.91 -0.16
-0.32 0.05 -0.01
-0.66 -0.08 -0.63
-0.74 -0.18 0.14
0.03 -0.08 0.05
0.08 0.10 0.04
-0.03 0.01 -0.10
-0.07 -0.02 0.04
0.01 -0.10 -0.09
0.26 -0.01 0.12
0.33 0.48 -0.10
-0.30 -0.82 -0.01
0.02 0.05 -0.04
-0.37 -1.37 -0.49
-0.68 -0.39 -0.08
-0.22 0.49 0.75
-0.09 0.06 0.09
0.04 -0.05 -0.26
-0.02 -0.05 0.08
-0.06 0.08 0.00
0.07 0.02 0.01
0.07 0.07 0.13
-1.04 -0.19 -0.34
1.07 0.11 0.17
-0.04 0.18 0.07
0.02 -0.03 0.01
0.06 0.01 -0.08
0.13 0.01 0.04
-0.06 0.04 -0.02
-0.06 -0.01 -0.19
0.09 0.09 -0.03
0.24 -0.41 -0.18
-0.02 0.04 0.08
-0.11 0.00 0.04
-0.03 -0.03 0.00
0.84 0.63 0.13
-0.37 -0.02 0.18
-0.03 0.04 0.16
-0.73 -0.34 -0.39
0.06 0.02 0.03
0.31 -0.07 -0.44
0.78 1.03 0.59
-0.01 0.01 -0.12
0.07 0.00 -0.03
-0.03 0.13 -0.06
0.08 0.07 -0.04
0.17 0.24 -1.33
0.04 0.01 0.13
-0.12 -0.20 1.05
-0.12 0.03 0.08
0.01 -0.33 0.13
0.61 -0.38 -0.36
-0.06 -0.05 0.20
0.18 0.04 0.05
-0.80 1.01 0.70
0.30 -0.84 -0.47
0.24 -0.06 -0.54
0.25 0.06 0.03
0.72 0.09 0.40
0.01 0.07 0.03
-0.03 0.03 -0.05
0.84 0.09 0.33
0.04 -0.05 0.00
-0.07 -0.14 -0.11
0.08 0.04 0.00
-0.05 0.74 0.49
-0.01 -0.67 -0.07
-0.04 -0.08 -0.04
-0.12 -0.21 -0.40
-0.17 0.27 0.27
0.17 -0.10 -0.03
-0.06 0.10 -0.01
-0.03 -0.01 0.06
0.02 -0.01 0.05
0.08 0.12 0.03
-0.06 0.16 0.05
-0.60 -0.10 0.52

## Properties
calculated total energy: -4368.73924 Ha
gap between HOMO and LUMO: 5.879 eV
E_HOMO: -1.933 eV
net charge: -2
energy relative to the best compared isomer or geometry (same formula, charge and spin): 0.000 eV